171
Properties=species:S:1:pos:R:3:forces:R:3 method="wB97M-V/def2-TZVPD" homo_ev=-11.0 lumo_ev=-1.71 gap_ev=9.284 total_charge=+1
C -3.44817 -2.75037 -1.99465 -0.45 0.07 0.69
C -4.47675 -3.55204 7.98698 -0.03 -0.03 -0.03
H 5.62823 2.35229 -2.89762 -0.02 0.01 -0.01
H -0.68399 -1.11866 3.76972 0.17 -0.40 -0.04
C 5.64842 4.71619 -4.53469 0.17 0.03 -0.03
C 3.10540 -2.31573 1.86717 -0.53 -0.04 -0.43
N 5.64491 1.14746 0.23994 0.03 0.02 -0.03
C 2.25611 -3.55364 1.49070 1.12 0.68 0.14
H -1.10407 -0.00796 2.49925 0.13 0.07 -0.45
H -4.72691 0.04547 2.18771 -0.21 -0.67 -0.05
C -3.68388 -5.98604 7.09711 0.06 -0.05 -0.07
C -5.76273 4.80425 2.39501 0.00 -0.03 -0.03
H 3.53204 -0.31715 1.31733 0.36 0.23 0.08
H 2.24484 1.21601 0.12058 0.39 0.51 -0.01
C 5.69153 3.52258 -5.24070 -0.02 0.03 -0.02
H 0.89852 0.58969 -1.94150 0.00 -0.33 -0.07
H 4.57200 1.75724 -5.75968 0.10 0.04 -0.02
C -5.43918 0.19216 -0.47347 0.44 0.57 -0.22
H 0.91180 0.40650 4.27689 0.33 0.01 0.05
H 1.66749 -6.68044 1.91030 0.05 -0.07 0.01
H 0.57466 -0.19419 -6.93682 -0.04 0.00 0.01
C -3.05348 -5.26536 1.97367 -0.69 0.13 0.38
C 0.98529 -0.48813 -5.98075 0.02 0.02 -0.05
C -3.75916 0.50415 2.05743 0.12 1.11 0.48
C -0.69336 2.74249 -6.80877 0.00 -0.07 0.15
H -2.92762 -0.96865 4.12310 -0.26 -0.40 0.10
H 8.79653 2.29491 -0.00673 0.00 -0.01 0.02
C 9.48297 8.83501 -5.16772 0.00 0.01 0.02
H 0.37219 -2.58208 -0.40573 -0.04 0.35 0.03
H 0.22702 4.56048 -9.49293 0.00 0.00 0.00
C -5.43462 -4.53655 7.80155 -0.03 0.03 -0.01
C 1.90783 -1.27225 -3.56191 -0.03 -0.14 0.07
C -1.04947 -0.11828 3.57321 0.09 -0.12 0.58
H -7.34513 5.18642 5.81909 -0.05 -0.01 -0.02
H 6.57718 3.23419 -5.79081 -0.02 -0.02 -0.03
P -1.89675 -3.65998 0.23011 0.48 -0.13 -0.11
H -4.21032 1.14053 4.03079 -0.17 0.59 0.22
C 1.49344 -0.60078 0.81555 0.57 0.27 -0.41
H -5.74771 -6.57567 7.18006 0.01 -0.02 0.02
H -4.70203 -2.70946 3.55653 -0.07 0.35 0.39
C 0.11591 3.53595 -7.60699 0.02 0.00 -0.02
N -5.59157 5.10498 4.76545 -0.02 -0.03 -0.02
N -2.75270 -5.04995 7.26599 0.07 0.01 -0.09
H 1.58085 1.31346 1.77200 0.36 0.40 0.37
C 5.22934 1.48126 -0.97921 -0.08 -0.05 0.01
C 7.78424 2.07581 -0.31702 -0.03 0.00 -0.02
H -0.51125 0.61956 -0.14324 -0.13 -0.40 -0.07
H -5.25656 4.70298 1.44426 0.02 0.02 0.00
H 0.05512 1.75189 3.59620 -0.03 0.55 -0.14
H 6.50186 5.38592 -4.51951 -0.06 0.03 -0.04
H -3.01807 -0.19682 1.70418 0.01 -0.55 -0.31
C 9.69397 9.28705 -3.87574 0.03 0.04 0.01
C 2.25466 -0.09295 -5.59532 0.00 0.03 -0.05
C 1.42045 -6.71774 2.96749 -0.06 0.05 -0.05
H 9.12109 9.02051 -1.81673 -0.01 -0.01 0.01
H -4.10378 -2.74550 1.94610 0.16 0.29 -0.48
H -0.02922 -4.87487 1.18806 -0.02 0.08 0.42
H -0.43040 1.99316 0.90539 -0.14 0.29 0.20
C -5.03632 4.97244 3.56410 0.10 -0.01 0.03
H 0.66990 -3.86692 -1.54325 -0.09 0.22 -0.47
H 7.52995 7.18859 -2.36355 0.03 0.04 0.04
C 4.49179 5.03399 -3.84239 0.06 -0.09 -0.01
H -3.36849 2.40937 -8.59790 0.01 0.03 -0.05
C -4.24639 -0.51919 -1.10212 -0.19 -0.68 0.54
C 0.24269 -1.26833 -5.10844 -0.12 -0.03 0.06
C -0.06460 0.86749 4.19651 0.15 -0.39 -0.49
C 7.33264 2.41325 -1.58305 0.05 0.02 0.01
C -5.16956 1.54637 0.19875 -0.30 -0.37 0.44
C 1.44359 0.92262 0.78093 -0.67 -0.85 -0.41
H -3.39415 -5.26599 -0.10291 -0.25 0.04 0.05
C -5.03292 -5.78082 7.34264 0.01 0.03 0.01
H -3.95164 5.00272 3.54349 -0.01 0.01 -0.06
H 3.33959 -1.35829 -0.03533 0.10 0.10 -0.43
N 3.46285 2.98364 -4.54674 0.02 0.01 -0.03
C 4.57598 2.70012 -5.22056 -0.02 -0.05 -0.02
H -6.47763 -4.33668 8.01001 0.00 0.00 0.01
N 0.61215 -5.75165 3.40583 -0.10 -0.16 -0.01
C 0.29117 -5.77309 4.69992 -0.17 0.25 -0.04
C 6.90460 1.44569 0.55142 0.00 -0.03 0.08
C -3.15469 -3.85784 7.70127 0.06 0.02 0.00
H -8.81498 4.88574 3.83261 0.00 0.01 0.02
H -0.35011 2.40092 -5.83738 0.08 0.05 -0.01
H 2.24216 -1.60720 -2.58348 0.06 0.04 0.00
H -3.35082 -4.41639 3.94400 0.46 -0.15 0.30
H 2.57694 -8.47940 3.36519 0.01 0.01 -0.02
H -3.33019 -0.37788 -0.54101 0.29 0.38 0.18
H -0.38366 1.14646 5.18678 -0.06 0.18 0.39
H -6.11788 0.38874 -1.29008 -0.54 -0.05 -0.19
N 7.88431 7.23277 -4.38192 0.10 0.08 0.04
C -1.64212 3.53708 -9.21682 0.01 0.00 0.01
H 2.40652 -4.77053 -0.25475 0.22 -0.38 -0.12
H -1.75280 -2.67893 1.21403 -0.21 -0.01 0.15
C -3.31385 1.00525 3.44092 0.04 -0.80 0.01
C -3.93689 -4.62293 3.06358 -0.05 0.46 -0.35
H 2.74161 -3.11371 -0.58131 0.25 0.24 -0.17
O 0.35361 2.30053 -0.92157 -0.25 0.05 -0.19
H 1.31331 2.10040 -2.70012 0.32 0.20 -0.31
H -3.96157 2.58512 1.61023 -0.04 0.38 0.12
C 0.54454 1.59448 -2.13840 0.36 0.33 0.34
H -2.02822 -5.28150 2.31587 0.44 -0.02 -0.03
H 1.31310 -3.49895 2.01351 -0.44 0.02 -0.02
H 1.10124 3.82808 -7.26956 0.00 -0.01 0.04
C -3.92399 1.65442 1.06371 0.02 -0.40 -0.50
C 0.13866 1.43544 0.17208 -0.03 0.47 0.17
H 3.71395 -0.20546 -4.01466 0.00 0.01 0.03
C -4.49564 -2.02538 -1.16532 -0.01 0.60 -0.55
H -5.45557 -2.17620 -1.64175 -0.37 -0.15 -0.16
H -2.32485 0.25767 5.20940 -0.17 0.06 0.48
H 4.41221 5.95243 -3.27723 -0.02 0.00 0.00
H -3.80060 -3.74151 -2.23734 -0.11 -0.43 -0.15
C -7.14500 4.76885 2.47769 -0.03 -0.02 -0.03
C 8.57036 7.81130 -5.36582 -0.06 -0.08 -0.09
C 0.74916 -6.72668 5.59367 0.01 -0.01 0.04
H 7.21977 1.16280 1.54986 0.05 0.03 -0.01
C -6.92031 5.07222 4.82778 0.00 0.02 0.10
C 2.73006 -0.49408 -4.35851 0.01 -0.02 0.03
H -4.59967 -2.41102 -0.16361 0.08 -0.31 0.42
N -3.17469 -4.61685 0.64337 0.36 0.02 -0.17
H -3.36604 -6.28974 1.86362 0.08 -0.42 -0.21
C -2.43843 -0.00414 4.16943 -0.14 0.00 -0.51
H -4.70368 -5.31253 3.37385 -0.18 -0.44 0.11
H 4.15913 -2.55906 1.91398 0.29 -0.19 -0.09
C 2.92225 -1.12297 0.93215 0.07 0.02 0.95
C 0.68234 -3.61132 -0.49435 0.14 -0.38 -0.01
H -3.35739 -2.20597 -2.92165 0.19 0.04 -0.48
C -0.37218 3.94049 -8.83873 0.02 0.02 -0.03
C 2.10612 -3.76190 -0.00228 -0.61 -0.64 0.10
H -4.74700 -2.56761 8.34300 0.02 0.01 0.01
H 2.82273 -2.01822 2.86699 -0.05 0.15 0.44
C -4.63356 -3.32492 2.67518 -0.03 -0.12 0.74
C 1.58641 -7.72051 5.12009 0.02 -0.06 0.02
H 0.45246 -6.68700 6.63230 -0.04 0.04 0.00
C -0.33138 -4.54114 0.20305 0.01 0.39 -0.54
C 8.98789 8.69824 -2.83991 0.01 0.01 -0.01
H -2.06204 3.82953 -10.16913 -0.02 -0.01 0.00
H -2.37386 -3.11527 7.82581 -0.04 0.03 0.03
H -6.00844 1.73723 0.85923 -0.42 0.10 0.12
H 0.85882 -1.01052 1.58843 -0.33 -0.17 0.30
H -3.32333 -6.94563 6.74125 -0.06 -0.02 0.02
C 1.92862 -7.71901 3.77767 0.05 -0.02 -0.06
H -5.65170 -3.49766 2.37518 -0.34 -0.01 -0.58
H -5.96735 -0.46347 0.20678 0.02 -0.28 0.29
C 8.10066 7.67895 -3.14578 -0.08 -0.09 0.04
H 1.96509 -8.48598 5.78450 0.01 0.00 0.00
H -7.74825 4.63730 1.58841 0.00 0.01 0.00
H 10.39744 10.08550 -3.67915 0.00 0.00 0.00
C -7.73981 4.90617 3.72078 0.02 -0.01 -0.01
H -0.46858 -5.42016 -0.41799 -0.19 -0.34 -0.05
H 2.86235 0.52090 -6.24735 -0.06 -0.01 0.01
H 2.75844 -4.41951 1.88808 0.09 -0.35 0.42
H 2.52098 4.33905 -3.33317 0.02 0.05 0.01
H 4.19779 1.23021 -1.20855 -0.01 0.03 -0.07
H 8.37310 7.43019 -6.36197 0.04 0.04 -0.02
C -2.36940 2.74453 -8.34148 -0.09 -0.04 0.01
H 1.11028 -0.89086 -0.14886 -0.41 -0.38 -0.33
N -1.91579 2.34557 -7.15540 0.03 -0.01 -0.03
H -0.35043 1.56890 -2.75300 -0.38 -0.11 0.05
H -0.37133 -4.98111 5.03375 0.00 -0.05 0.09
C 6.02602 2.10910 -1.92450 -0.05 -0.04 0.07
H -4.08941 -0.15832 -2.10531 0.23 0.30 -0.43
H -3.06237 1.71044 0.41002 0.46 0.09 -0.09
H -1.44436 -3.43765 -2.03320 0.39 -0.13 -0.32
C 3.43833 4.13529 -3.87625 -0.24 -0.05 0.11
H -1.58226 -1.88151 -1.30318 0.15 0.32 0.12
N 0.68126 -1.66177 -3.91374 0.02 0.00 0.09
H 7.98750 2.90558 -2.29137 -0.01 0.00 0.00
C -2.06448 -2.84632 -1.37811 -0.31 -0.40 0.08
H -2.75907 1.92609 3.34401 0.02 0.54 0.06
H -5.20469 2.33581 -0.53395 0.22 0.37 -0.37
H -0.75815 -1.59197 -5.37277 0.01 0.03 -0.06
H 10.01311 9.26582 -6.00541 -0.01 -0.01 -0.02